# C3H4CoO3

C3H4CoO3 as an isolated structure (ωB97M-V with the def2-TZVPD basis set, the Open Molecules 2025 dataset).

Results
charge = +2
calculated total energy = -46920.450 eV
spin multiplicity = 4
highest occupied orbital energy (spin up / spin down) = -19.55 / -19.54 eV
⟨S²⟩ = 3.75
frontier orbital gap (spin up / spin down) = 7.71 / 6.58 eV

Last column: natural (NBO) charge in e.
Atoms and positions in Å:
C1 -1.186 -0.415 -0.357  -0.1583
O1 0.980 0.503 0.241  -0.6419
C2 1.084 -0.541 -0.535  0.9930
C3 -0.694 0.687 0.550  -0.0107
O2 -0.075 -1.055 -0.914  -0.3716
O3 2.177 -1.089 -0.650  -0.6229
H1 -1.847 -1.158 0.097  0.3023
H2 -0.699 0.363 1.597  0.2296
H3 -1.468 0.696 -0.906  0.2724
Co1 3.014 0.400 0.294  1.7249
H4 -1.286 1.608 0.584  0.2833

Cartesian forces, eV/Å:
-0.572 5.550 -1.701
-1.379 2.284 0.277
-4.572 -2.630 -0.032
1.117 -2.464 5.258
2.775 -0.136 -0.628
1.413 0.745 -0.428
-0.335 0.578 -0.413
0.588 0.221 0.147
-1.291 -4.921 -1.828
0.759 -0.100 0.173
1.495 0.874 -0.824

=====

# C11H11IN2O5Pt

C11H11IN2O5Pt as an isolated structure (ωB97M-V with the def2-TZVPD basis set, the Open Molecules 2025 dataset).

Results
charge = +2
calculated total energy = -36131.098 eV
highest occupied orbital energy (spin up / spin down) = -14.88 / -14.88 eV
frontier orbital gap (spin up / spin down) = 4.91 / 4.89 eV

Last column: natural (NBO) charge in e.
Atoms and positions in Å:
Pt1 0.913 0.071 0.099  1.2105
O1 2.343 0.669 -3.843  -0.3431
C1 2.148 0.460 -2.745  1.0903
O2 2.194 0.393 -1.562  -0.6409
C2 0.094 -1.249 -3.017  -0.3037
C3 0.219 -2.260 -1.895  0.0473
C4 -0.911 -3.278 -2.127  -0.4259
C5 -2.175 -2.421 -1.839  -0.4244
C6 -1.555 -1.061 -1.436  0.0385
O3 -0.325 -1.496 -0.766  -0.5355
C7 -1.017 -0.535 -2.744  -0.1829
C8 -0.546 2.675 -1.703  1.0511
O4 -0.811 3.137 -2.716  -0.4106
O5 -0.279 2.190 -0.670  -0.6208
H1 0.234 -1.539 -4.054  0.2743
H2 1.201 -2.640 -1.631  0.2401
H3 -0.815 -4.098 -1.418  0.2511
H4 -0.878 -3.690 -3.131  0.2580
H5 -2.755 -2.812 -1.006  0.2517
H6 -2.841 -2.317 -2.692  0.2555
H7 -2.128 -0.426 -0.769  0.2421
H8 -1.668 -0.236 -3.557  0.2663
I1 -1.002 1.393 5.692  0.3427
C9 -0.545 0.379 3.972  -0.3001
C10 -0.556 -0.996 3.776  0.0270
N1 -0.194 -1.230 2.512  -0.3058
N2 0.070 -0.070 1.873  -0.3248
C11 -0.158 0.918 2.748  -0.0104
H9 -0.798 -1.803 4.450  0.2750
H10 -0.113 -2.118 2.037  0.4464
H11 -0.042 1.952 2.461  0.2611

Cartesian forces, eV/Å:
-0.323 -0.613 -0.052
-0.406 -0.242 -0.544
0.987 0.680 0.150
-0.660 -0.434 0.414
-1.497 -0.667 -0.250
0.696 0.239 -0.378
-0.114 0.096 0.301
0.162 -0.094 0.431
-0.247 0.521 -0.359
0.467 0.330 0.841
0.071 -0.984 -0.209
-0.097 0.157 0.015
0.016 -0.020 -0.048
0.012 0.124 0.060
0.922 0.318 0.034
-0.045 -0.116 0.025
-0.043 -0.023 -0.002
0.029 0.038 -0.027
0.022 -0.110 -0.023
0.020 0.048 -0.025
-0.031 0.002 -0.016
0.048 0.831 0.248
-0.029 0.066 0.086
0.018 -0.144 -0.094
-0.057 0.251 0.064
0.115 -0.087 -0.272
-0.061 -0.345 -0.435
-0.039 0.099 0.066
-0.006 0.014 -0.016
0.045 0.053 0.003
0.025 0.011 0.011

=====

# C2H8N4

The molecule C2H8N4 (ωB97M-V with the def2-TZVPD basis set, the Open Molecules 2025 dataset).

Results
calculated total energy = -8159.191 eV
highest occupied orbital energy = -8.14 eV
frontier orbital gap = 9.14 eV

Last column: natural (NBO) charge in e.
Atoms and positions in Å:
C1 1.639 -0.331 -0.087  -0.6940
C2 0.209 -0.153 -0.169  0.3673
H1 2.208 0.031 -1.103  0.2309
H2 2.207 0.195 0.723  0.2618
H3 1.815 -1.572 0.028  0.2379
H4 -0.064 -0.380 -2.447  0.3808
H5 -1.976 0.980 -0.993  0.3565
H6 -2.225 -0.647 -1.045  0.3325
H7 0.001 -0.129 2.825  0.3044
H8 -0.907 1.195 2.543  0.3591
N1 -0.502 -0.323 -1.394  -0.4556
N2 -1.703 0.213 -1.515  -0.6302
N3 -0.578 0.200 0.719  -0.3839
N4 -0.122 0.722 1.915  -0.6675

Cartesian forces, eV/Å:
3.984 -2.523 -1.936
-0.498 0.404 -2.478
-1.556 -1.155 2.304
-1.156 -0.568 -0.434
-0.115 3.429 -0.337
-0.419 0.189 4.192
0.448 2.001 1.637
-0.389 2.923 -1.319
0.059 2.369 -3.732
1.357 -0.995 -2.763
6.174 -0.280 -3.578
-5.056 -5.286 -0.495
-2.771 1.199 2.538
-0.061 -1.707 6.400